#i
This record from the Open Molecules 2025 dataset describes C4H6S2 in the gas phase. The level of theory is ωB97M-V/def2-TZVPD.

Structure (XYZ):
```
12
Properties=species:S:1:pos:R:3:lowdin_charge:R:1
C 1.04 0.71 0.75 -0.080
C 0.74 0.15 -0.36 -0.294
C -0.27 -0.92 -0.41 -0.318
C -1.58 -0.40 -0.17 -1.175
S -2.95 -1.19 -0.15 0.690
S -1.62 1.29 0.36 0.840
H 1.67 1.59 0.70 0.070
H 0.73 0.19 1.78 0.135
H 0.98 0.60 -1.22 0.075
H -0.33 -1.52 -1.32 0.124
H -0.03 -1.70 0.36 0.149
H -2.81 1.17 0.60 -0.215
```

## Properties
LUMO energy	-0.1005	eV
multiplicity	1
HOMO	-8.551	eV
HOMO-LUMO gap	8.45	eV

=====

#ii
This record from the Open Molecules 2025 dataset describes a molecular structure, C4H6S2. The level of theory is ωB97M-V/def2-TZVPD.

Structure (XYZ):
```
12
Properties=species:S:1:pos:R:3:lowdin_charge:R:1
C 1.45 1.08 0.75 -0.705
C 0.24 0.67 -0.01 -0.647
C 0.02 -0.88 -0.37 -0.260
C -1.51 -0.85 -0.35 -0.394
H 1.80 0.43 1.61 0.072
H 0.17 1.32 -0.88 0.077
H 0.48 -1.13 -1.33 0.098
H 0.49 -1.57 0.35 0.112
H -1.97 -0.53 -1.26 0.061
H -1.98 -1.70 0.18 0.081
S 2.28 2.45 0.56 0.692
S -1.45 0.71 0.74 0.813
```

## Properties
LUMO energy	-0.5469	eV
multiplicity	1
HOMO	-8.855	eV
HOMO-LUMO gap	8.31	eV

=====

Winner for stability: #ii

=====

#i
This record from the Open Molecules 2025 dataset describes a gas-phase ion, C3H10N4 (charge +2). The level of theory is ωB97M-V/def2-TZVPD.

Structure (XYZ):
```
17
Properties=species:S:1:pos:R:3:lowdin_charge:R:1
C -1.97 1.33 0.13 0.012
N -1.61 -0.07 0.01 0.090
C -0.47 -0.65 -0.14 -0.234
N -0.27 -1.95 -0.16 0.255
N 0.80 0.19 -0.34 0.178
C 2.01 -0.02 0.14 -0.101
N 2.99 0.79 -0.05 0.254
H -2.83 1.52 -0.52 0.123
H -1.16 2.00 -0.15 0.092
H -2.27 1.55 1.15 0.122
H -2.43 -0.68 0.11 0.198
H 0.62 -2.36 -0.42 0.151
H -1.03 -2.62 -0.04 0.168
H 0.62 1.05 -0.86 0.169
H 2.17 -0.92 0.74 0.182
H 3.92 0.60 0.34 0.173
H 2.90 1.65 -0.58 0.168
```

## Properties
charge	+2
LUMO energy	-8.4343	eV
multiplicity	1
HOMO	-19.480	eV
HOMO-LUMO gap	11.05	eV

=====

#ii
This record from the Open Molecules 2025 dataset describes 2 unconnected molecules or ions with the total composition C3H10N4. The level of theory is ωB97M-V/def2-TZVPD.

Structure (XYZ):
```
17
Properties=species:S:1:pos:R:3:lowdin_charge:R:1
C -0.91 0.40 -0.11 -0.138
C 0.37 1.07 -0.28 -0.441
C -1.93 0.35 -1.12 0.028
N 0.80 2.27 -0.34 0.251
N -3.16 0.70 -0.89 0.256
N 0.54 -0.15 -0.34 0.206
N 2.54 -2.44 1.18 0.282
H -1.19 0.09 0.96 0.173
H -1.67 0.40 -2.13 0.151
H 0.31 3.00 0.08 0.132
H 1.72 2.57 -0.07 0.149
H -3.90 0.56 -1.57 0.168
H -3.52 0.73 0.03 0.139
H 1.71 -2.79 1.74 0.185
H 3.17 -1.89 1.73 0.132
H 2.09 -1.69 0.43 0.181
H 3.05 -3.18 0.70 0.148
```

## Properties
charge	+2
LUMO energy	-8.1345	eV
multiplicity	1
HOMO	-17.972	eV
HOMO-LUMO gap	9.84	eV

=====

#iii
This record from the Open Molecules 2025 dataset describes a gas-phase ion, C3H10N4 (charge +2). The level of theory is ωB97M-V/def2-TZVPD.

Structure (XYZ):
```
17
Properties=species:S:1:pos:R:3:lowdin_charge:R:1
C -2.02 0.64 -0.32 0.081
C -0.95 -0.31 0.03 -0.239
N -1.32 -1.52 0.41 0.306
N 0.32 0.09 0.10 -0.073
N 0.68 1.43 0.20 0.159
C 1.31 -0.77 -0.05 0.074
N 2.59 -0.21 -0.12 0.263
H -2.16 1.25 0.62 0.166
H -1.52 1.37 -0.99 0.124
H -2.80 0.26 -0.82 0.077
H -2.28 -1.82 0.46 0.177
H -0.64 -2.22 0.73 0.172
H 1.63 1.66 -0.31 0.198
H -0.11 2.08 0.27 0.137
H 1.19 -1.73 -0.44 0.162
H 3.35 -0.66 -0.36 0.085
H 2.72 0.46 0.60 0.133
```

## Properties
charge	+2
LUMO energy	-10.4877	eV
multiplicity	1
HOMO	-19.294	eV
HOMO-LUMO gap	8.81	eV

=====

#iv
This record from the Open Molecules 2025 dataset describes 2 unconnected molecules or ions with the total composition C3H10N4. The level of theory is ωB97M-V/def2-TZVPD.

Structure (XYZ):
```
17
Properties=species:S:1:pos:R:3:lowdin_charge:R:1
C 3.65 -0.62 1.21 -0.252
C 4.54 0.92 -0.37 -0.152
C 4.87 -1.58 -0.67 0.058
N 2.93 0.05 1.99 0.426
N 4.23 -0.39 0.05 -0.091
N 4.10 1.89 0.26 0.251
N -10.30 0.58 0.07 0.310
H 3.47 -1.68 1.32 0.177
H 5.05 0.89 -1.33 0.157
H 4.03 2.91 0.16 0.127
H 5.89 -1.72 -0.43 0.088
H 4.17 -2.34 -0.39 0.090
H 4.80 -1.30 -1.75 0.120
H -10.37 1.06 -0.83 0.148
H -9.72 1.07 0.73 0.152
H -10.06 -0.36 -0.41 0.214
H -11.29 0.62 0.38 0.175
```

## Properties
charge	+2
LUMO energy (spin up / spin down)	-8.6861 / -9.5171	eV
multiplicity	1
HOMO (spin up / spin down)	-16.622 / -16.539	eV
HOMO-LUMO gap (spin up / spin down)	7.94 / 7.02	eV

=====

Winner for stability: #i

=====

#i
This record from the Open Molecules 2025 dataset describes CHN3O2 in the gas phase. The level of theory is ωB97M-V/def2-TZVPD.

Structure (XYZ):
```
7
Properties=species:S:1:pos:R:3:lowdin_charge:R:1
O 1.92 -0.23 -0.05 0.161
C 0.78 -0.29 0.04 -0.638
N -0.15 -1.30 -0.01 0.133
N -1.35 -0.95 0.04 0.135
O -1.33 0.49 -0.10 -0.003
N -0.05 0.70 0.12 0.080
H 0.17 1.58 -0.05 0.132
```

## Properties
LUMO energy	-0.5223	eV
multiplicity	1
HOMO	-10.547	eV
HOMO-LUMO gap	10.02	eV

=====

#ii
This record from the Open Molecules 2025 dataset describes CHN3O2 in the gas phase. The level of theory is ωB97M-V/def2-TZVPD.

Structure (XYZ):
```
7
Properties=species:S:1:pos:R:3:lowdin_charge:R:1
C -0.08 0.72 -0.06 -0.513
N -0.35 1.53 0.76 0.197
N -1.19 -0.38 0.85 0.090
N 0.28 -0.15 -0.92 -0.017
O 1.41 -0.80 -0.83 -0.034
O -2.23 -0.46 0.37 0.088
H 2.15 -0.47 -0.15 0.188
```

## Properties
LUMO energy (spin up / spin down)	-0.7058 / -1.3693	eV
multiplicity	1
HOMO (spin up / spin down)	-9.520 / -8.966	eV
HOMO-LUMO gap (spin up / spin down)	8.81 / 7.60	eV

=====

Winner for stability: #i

=====

#i
This record from the Open Molecules 2025 dataset describes a molecular structure, C7H17NO3S. The level of theory is ωB97M-V/def2-TZVPD.

Structure (XYZ):
```
29
Properties=species:S:1:pos:R:3:lowdin_charge:R:1
C 3.42 -0.60 -0.62 0.019
C 3.16 0.82 -1.04 -0.533
O 3.79 1.35 -1.91 0.142
O 2.18 1.50 -0.36 -0.012
C 0.92 1.57 -1.00 -0.173
C 0.53 0.32 -1.79 -0.147
C -0.98 0.23 -2.05 -0.203
N -1.74 0.39 -0.77 -0.390
S -3.24 -0.48 -0.72 0.846
H 4.47 -0.71 -0.39 0.091
H 3.11 -1.25 -1.43 0.089
H 2.80 -0.84 0.24 0.087
H 0.90 2.41 -1.69 0.134
H 0.20 1.80 -0.22 0.118
H 0.98 0.36 -2.78 0.128
H 0.82 -0.62 -1.32 0.118
H -1.28 1.00 -2.75 0.124
H -1.25 -0.73 -2.48 0.108
H -1.85 1.39 -0.61 0.121
H -1.15 0.01 0.06 -0.042
H -3.57 -0.04 0.50 -0.107
C -2.18 -1.19 3.22 -0.124
C -0.85 -0.77 2.55 -0.449
O -1.08 -0.27 1.30 -0.312
H -2.68 -1.97 2.64 0.058
H -2.00 -1.59 4.22 0.061
H -2.85 -0.34 3.32 0.058
H -0.20 -1.67 2.61 0.094
H -0.37 -0.08 3.27 0.094
```

## Properties
LUMO energy	0.2001	eV
multiplicity	1
HOMO	-7.947	eV
HOMO-LUMO gap	8.15	eV

=====

#ii
This record from the Open Molecules 2025 dataset describes 2 unconnected molecules or ions with the total composition C7H17NO3S. The level of theory is ωB97M-V/def2-TZVPD.

Structure (XYZ):
```
29
Properties=species:S:1:pos:R:3:lowdin_charge:R:1
C -0.07 -2.44 1.35 -0.079
C 0.68 -1.12 1.28 -0.178
C 1.08 -0.53 -0.09 -0.406
C 0.34 -0.89 -1.34 -0.204
C 0.75 -0.35 -2.66 -0.088
O 2.65 -0.86 -0.15 -0.158
S 2.24 0.67 0.02 0.607
O 2.65 1.24 1.28 -0.243
O 2.50 1.45 -1.12 -0.232
H -0.60 -2.60 2.32 0.093
H 0.57 -3.25 1.34 0.044
H -0.78 -2.62 0.53 0.075
H 1.46 -1.17 1.96 0.098
H -0.06 -0.31 1.62 0.103
H -0.80 -0.61 -1.10 0.141
H 0.36 -1.92 -1.44 0.100
H 0.64 0.64 -2.95 0.067
H 0.45 -1.02 -3.45 0.086
H 1.78 -0.55 -2.64 0.060
C -1.63 1.63 -0.27 -0.129
N -0.36 1.49 0.40 -0.216
C -0.26 2.14 1.78 -0.080
H -1.93 2.70 -0.47 0.087
H -1.55 1.07 -1.37 0.119
H -2.34 1.08 0.33 0.072
H 0.41 1.83 -0.13 0.041
H 0.58 2.85 1.86 0.081
H -1.08 2.74 2.10 0.057
H -0.16 1.34 2.57 0.082
```

## Properties
LUMO energy	0.6489	eV
multiplicity	1
HOMO	-9.287	eV
HOMO-LUMO gap	9.94	eV

=====

Winner for stability: #i

=====

#i
This record from the Open Molecules 2025 dataset describes 3 unconnected molecules or ions with the total composition C2H9NO4. The level of theory is ωB97M-V/def2-TZVPD.

Structure (XYZ):
```
16
Properties=species:S:1:pos:R:3:lowdin_charge:R:1
N 1.73 -1.87 -0.73 0.015
C 0.30 -2.02 -0.54 -0.192
C -0.28 -0.85 0.26 -0.513
O 0.36 -0.19 1.04 0.085
O -1.58 -0.67 0.02 0.078
H 2.22 -2.59 -0.19 0.078
H 1.95 -2.21 -1.66 0.070
H -0.05 -2.90 0.02 0.129
H -0.28 -2.03 -1.47 0.120
H -1.80 0.29 0.07 0.093
O 0.63 3.54 -0.22 -0.056
H 1.10 2.85 -0.69 0.036
H -0.22 3.13 -0.02 -0.001
O -1.58 1.64 1.18 -0.048
H -1.75 2.56 1.37 0.057
H -0.75 1.32 1.57 0.049
```

## Properties
LUMO energy	0.5580	eV
multiplicity	1
HOMO	-10.104	eV
HOMO-LUMO gap	10.66	eV

=====

#ii
This record from the Open Molecules 2025 dataset describes 3 unconnected molecules or ions with the total composition C2H9NO4. The level of theory is ωB97M-V/def2-TZVPD.

Structure (XYZ):
```
16
Properties=species:S:1:pos:R:3:lowdin_charge:R:1
O -1.70 -1.82 0.61 0.026
C -1.08 -1.92 -0.43 -0.366
N -0.12 -1.07 -0.87 0.043
C 0.20 0.10 -0.08 -0.252
O 0.14 1.28 -0.85 -0.037
H -1.32 -2.81 -1.03 0.127
H -0.20 -0.92 -1.87 0.135
H 1.13 -0.08 0.48 0.131
H -0.47 0.23 0.77 0.123
H 1.04 1.39 -1.19 0.075
O 1.18 3.20 -2.85 -0.049
H 0.46 2.84 -2.31 0.011
H 1.41 4.06 -2.52 0.034
O 0.67 -0.77 4.19 -0.068
H 1.19 -0.56 4.96 0.023
H 1.01 -1.60 3.80 0.045
```

## Properties
LUMO energy	0.6124	eV
multiplicity	1
HOMO	-10.027	eV
HOMO-LUMO gap	10.64	eV

=====

Winner for stability: #i

=====

#i
This record from the Open Molecules 2025 dataset describes a molecular structure, C2H9NO4. The level of theory is ωB97M-V/def2-TZVPD.

Structure (XYZ):
```
16
Properties=species:S:1:pos:R:3:lowdin_charge:R:1
O -2.32 -0.95 -1.10 0.050
C -1.17 -1.37 -1.20 -0.504
N -0.09 -0.88 -1.79 0.191
C -0.75 0.30 0.96 -0.199
O -0.28 1.13 1.88 -0.002
H -0.80 -2.33 -0.72 0.162
H -0.31 -0.32 -2.62 0.097
H -0.70 0.56 -0.11 0.086
H -0.36 -0.74 1.10 0.121
H -1.87 0.13 1.14 0.192
H 0.66 1.56 1.34 0.000
H 1.67 2.80 0.67 0.053
O 1.74 1.86 0.91 -0.126
H 1.97 0.32 0.29 -0.025
H 1.61 -0.77 -0.73 -0.026
O 2.11 -0.62 0.07 -0.068
```

## Properties
LUMO energy	-5.6824	eV
multiplicity	1
HOMO	-10.057	eV
HOMO-LUMO gap	4.37	eV

=====

#ii
This record from the Open Molecules 2025 dataset describes 3 unconnected molecules or ions with the total composition C2H9NO4. The level of theory is ωB97M-V/def2-TZVPD.

Structure (XYZ):
```
16
Properties=species:S:1:pos:R:3:lowdin_charge:R:1
O -3.47 -2.14 1.51 0.026
C -3.24 -0.95 1.57 -0.329
N -2.05 -0.46 1.09 0.027
C -0.89 -1.11 0.61 -0.250
O -0.08 -1.55 1.71 -0.033
H -3.93 -0.19 1.97 0.131
H -1.97 0.54 1.22 0.127
H -1.16 -1.95 -0.03 0.134
H -0.24 -0.36 0.11 0.111
H -0.10 -2.49 1.61 0.074
O 1.78 -0.64 -1.93 -0.054
H 1.24 -0.46 -1.16 -0.012
H 1.14 -1.05 -2.53 0.048
O 4.38 4.45 -1.63 -0.053
H 4.71 4.71 -2.50 0.037
H 3.89 3.65 -1.63 0.016
```

## Properties
LUMO energy	0.3942	eV
multiplicity	1
HOMO	-10.410	eV
HOMO-LUMO gap	10.80	eV

=====

Winner for stability: #ii

=====

#i
This record from the Open Molecules 2025 dataset describes 3 unconnected molecules or ions with the total composition C2H9NO4. The level of theory is ωB97M-V/def2-TZVPD.

Structure (XYZ):
```
16
Properties=species:S:1:pos:R:3:lowdin_charge:R:1
C -0.21 -2.43 -0.97 -0.104
N 1.00 -1.87 -0.46 0.004
C 1.22 -0.55 -0.12 -0.598
O 2.34 -0.09 -0.15 0.090
O 0.10 0.16 0.17 0.121
H -0.08 -3.31 -1.59 0.090
H -0.74 -1.77 -1.66 0.093
H -0.92 -2.68 -0.17 0.089
H 1.85 -2.42 -0.34 0.151
H -0.61 -0.44 -0.03 0.073
O -5.86 2.60 -2.18 -0.055
H -4.91 2.51 -2.30 0.033
H -5.95 2.41 -1.25 0.021
O 2.41 1.59 3.52 -0.080
H 2.40 1.49 2.55 0.034
H 3.37 1.71 3.66 0.037
```

## Properties
LUMO energy	0.2437	eV
multiplicity	1
HOMO	-10.101	eV
HOMO-LUMO gap	10.35	eV

=====

#ii
This record from the Open Molecules 2025 dataset describes 3 unconnected molecules or ions with the total composition C2H9NO4. The level of theory is ωB97M-V/def2-TZVPD.

Structure (XYZ):
```
16
Properties=species:S:1:pos:R:3:lowdin_charge:R:1
C 0.41 -0.46 -1.98 -0.068
N 0.88 -1.08 -0.74 0.012
C 0.49 -0.69 0.52 -0.595
O 0.36 -1.43 1.46 0.082
O 0.23 0.65 0.65 0.106
H 1.15 0.22 -2.39 0.079
H 0.21 -1.25 -2.68 0.083
H -0.54 0.05 -1.78 0.093
H 1.46 -1.91 -0.77 0.115
H 0.64 1.07 -0.12 0.099
O 1.29 -3.85 0.31 -0.071
H 0.56 -3.45 0.82 0.026
H 1.18 -4.81 0.36 0.038
O -2.78 5.53 1.74 -0.067
H -2.55 5.00 2.51 0.030
H -3.00 6.41 2.08 0.036
```

## Properties
LUMO energy	0.6216	eV
multiplicity	1
HOMO	-9.793	eV
HOMO-LUMO gap	10.41	eV

=====

Winner for stability: #ii